[1]
DFT (wB97M-V/def2-TZVPD) results for a single C18H19BrN2O3 molecule.

* 2S+1: 1
* E: -98140.6490 eV
* total charge: 0
* SMILES: COC(=O)CN[C@H](c1ccccc1)c1cc(Br)ccc1NC(C)=O
* energy above the lowest of the compared OMol25 structures with the same formula, charge and spin: 1.339 eV

Last column: Mulliken charge in e.
Element x y z (Å)
1 C -1.804 -3.232 -0.157  -0.64
2 H -1.281 -3.240 0.798  0.18
3 H -2.815 -2.840 -0.041  0.35
4 H -1.845 -4.238 -0.574  0.27
5 O -1.061 -2.396 -1.041  -0.26
6 C -1.740 -1.573 -1.844  0.81
7 O -2.938 -1.482 -1.879  -0.60
8 C -0.776 -0.777 -2.723  -0.84
9 N 0.323 -0.159 -2.009  -0.17
10 H 0.745 -0.858 -1.403  0.30
11 C -0.050 1.026 -1.243  -0.67
12 C 1.178 1.705 -0.669  -1.20
13 C 2.451 1.416 -1.149  0.11
14 C 3.560 2.052 -0.616  -0.85
15 C 3.410 2.987 0.393  -0.39
16 C 2.143 3.293 0.863  -0.86
17 C 1.034 2.659 0.334  0.00
18 H 0.047 2.901 0.702  0.44
19 H 2.018 4.030 1.641  0.40
20 H 4.275 3.482 0.807  0.42
21 H 4.544 1.818 -0.996  0.41
22 H 2.561 0.698 -1.946  0.47
23 C -1.089 0.726 -0.175  1.52
24 C -2.383 1.195 -0.332  -0.55
25 C -3.369 0.844 0.572  -0.32
26 C -3.086 0.020 1.646  -0.57
27 C -1.796 -0.439 1.823  -0.84
28 C -0.790 -0.093 0.925  0.26
29 N 0.526 -0.537 1.103  0.21
30 C 0.958 -1.643 1.773  0.82
31 O 0.227 -2.450 2.302  -0.66
32 C 2.466 -1.765 1.754  -1.40
33 H 2.764 -2.614 2.363  0.36
34 H 2.924 -0.859 2.145  0.35
35 H 2.815 -1.920 0.735  0.31
36 H 1.230 0.033 0.648  0.04
37 H -1.563 -1.080 2.656  0.48
38 H -3.863 -0.258 2.341  0.43
39 Br -5.133 1.508 0.330  -0.20
40 H -2.628 1.826 -1.174  0.48
41 H -0.499 1.722 -1.965  0.83
42 H -1.342 -0.013 -3.261  0.37
43 H -0.350 -1.474 -3.452  0.42

=====

[2]
DFT (wB97M-V/def2-TZVPD) results for a single C18H19ClN2O3 molecule.

* 2S+1: 1
* E: -40621.1977 eV
* total charge: 0
* SMILES: Nc1cc(C(=O)OCC(=O)NCCCc2ccccc2)ccc1Cl
* energy above the lowest of the compared OMol25 structures with the same formula, charge and spin: 0.267 eV

Last column: Mulliken charge in e.
Element x y z (Å)
1 N -3.304 1.561 1.736  -0.48
2 C -2.342 1.423 0.778  0.39
3 C -0.999 1.670 1.054  -0.75
4 C -0.034 1.592 0.058  0.36
5 C -0.394 1.269 -1.248  -0.70
6 C -1.718 0.999 -1.536  -0.70
7 C -2.671 1.067 -0.539  0.62
8 Cl -4.315 0.677 -0.913  -0.25
9 H -2.013 0.720 -2.536  0.44
10 H 0.356 1.207 -2.019  0.49
11 C 1.386 1.731 0.443  0.58
12 O 1.795 1.607 1.579  -0.71
13 O 2.184 1.950 -0.606  -0.35
14 C 3.595 1.919 -0.393  -0.67
15 H 3.839 2.344 0.586  0.36
16 H 4.036 2.507 -1.198  0.32
17 C 4.069 0.457 -0.499  0.80
18 O 4.639 0.030 -1.478  -0.65
19 N 3.747 -0.280 0.580  -0.11
20 H 3.246 0.163 1.341  0.28
21 C 3.772 -1.726 0.572  -0.99
22 H 4.192 -2.030 -0.390  0.44
23 H 4.426 -2.084 1.374  0.35
24 C 2.360 -2.287 0.760  -0.60
25 H 2.408 -3.376 0.793  0.34
26 H 1.976 -1.941 1.722  0.32
27 C 1.421 -1.841 -0.365  -0.08
28 C -0.036 -2.069 -0.068  0.59
29 C -0.844 -2.749 -0.969  -0.55
30 C -2.194 -2.925 -0.722  -0.64
31 C -2.757 -2.430 0.440  -0.59
32 C -1.961 -1.753 1.347  -0.62
33 C -0.615 -1.566 1.091  0.10
34 H -0.015 -1.013 1.798  0.16
35 H -2.391 -1.368 2.261  0.39
36 H -3.810 -2.570 0.637  0.41
37 H -2.807 -3.452 -1.439  0.39
38 H -0.412 -3.142 -1.879  0.38
39 H 1.695 -2.355 -1.288  0.51
40 H 1.562 -0.770 -0.537  -0.36
41 H -0.695 1.918 2.060  0.36
42 H -3.008 1.571 2.696  0.24
43 H -4.203 1.151 1.540  0.18

=====

[3]
DFT (wB97M-V/def2-TZVPD) results for a single C18H19ClN4O6 molecule.

* 2S+1: 1
* E: -49744.7170 eV
* total charge: 0
* SMILES: NC(=O)N[C@@H](CC(=O)OCC(=O)NC(=O)NCc1ccco1)c1ccc(Cl)cc1
* energy above the lowest of the compared OMol25 structures with the same formula, charge and spin: 0.000 eV

Last column: Mulliken charge in e.
Element x y z (Å)
1 N -0.245 -0.648 2.293  -0.33
2 C 0.258 -0.313 1.085  0.39
3 O -0.439 0.122 0.182  -0.53
4 N 1.610 -0.467 0.935  -0.25
5 H 2.175 -0.622 1.755  0.30
6 C 2.262 0.161 -0.198  0.17
7 C 3.737 -0.137 -0.160  0.09
8 C 4.519 0.305 0.901  -0.22
9 C 5.874 0.035 0.945  -0.94
10 C 6.457 -0.685 -0.086  0.35
11 C 5.696 -1.131 -1.154  -0.79
12 C 4.340 -0.855 -1.184  -0.21
13 H 3.745 -1.199 -2.016  0.43
14 H 6.159 -1.688 -1.953  0.42
15 Cl 8.150 -1.028 -0.037  -0.21
16 H 6.477 0.381 1.770  0.41
17 H 4.073 0.877 1.702  0.39
18 H 1.817 -0.254 -1.111  0.40
19 C 1.990 1.686 -0.217  -0.69
20 C 0.719 1.992 -0.981  0.52
21 O 0.505 1.637 -2.105  -0.63
22 O -0.073 2.847 -0.294  -0.40
23 C -1.261 3.265 -0.949  -0.62
24 C -2.483 2.422 -0.588  0.82
25 O -3.413 2.301 -1.355  -0.71
26 N -2.441 1.902 0.666  -0.06
27 C -3.211 0.834 1.169  0.41
28 O -2.893 0.316 2.223  -0.79
29 N -4.285 0.508 0.440  -0.18
30 H -4.362 0.944 -0.477  0.40
31 C -4.958 -0.750 0.661  -0.90
32 C -4.341 -1.842 -0.160  -0.21
33 C -3.074 -1.998 -0.639  0.74
34 C -3.076 -3.224 -1.351  -1.15
35 C -4.338 -3.716 -1.251  -0.35
36 O -5.116 -2.884 -0.533  -0.39
37 H -4.796 -4.608 -1.629  0.46
38 H -2.248 -3.667 -1.865  0.45
39 H -2.245 -1.331 -0.510  0.56
40 H -4.874 -0.984 1.729  0.34
41 H -6.015 -0.649 0.403  0.34
42 H -1.575 2.040 1.176  0.31
43 H -1.444 4.301 -0.649  0.36
44 H -1.128 3.210 -2.035  0.37
45 H 1.921 2.088 0.794  0.29
46 H 2.805 2.182 -0.748  0.38
47 H 0.292 -1.144 2.980  0.15
48 H -1.245 -0.536 2.427  0.32

=====

Table of frontier orbital gap (eV), in record order: 9.12; 8.66; 8.86